The following is a quantum chemistry calculation of C21H23N3O4 in the gas phase in a non-equilibrium geometry, from the OMol25 dataset.

Last column: natural (NBO) charge in e.
Positions of all 51 atoms, in Å:
C: -0.94180 4.59635 5.34648  -0.249
O: -2.06337 4.01158 4.73440  -0.533
C: -1.79752 3.30962 3.54355  -0.048
C: -1.07351 1.96158 3.74786  -0.259
C: 0.42078 2.04219 3.42253  -0.406
C: 1.08442 0.67886 3.61529  -0.226
N: 0.43195 -0.31755 2.79038  -0.409
C: 1.11548 -0.85309 1.76109  0.649
O: 2.28678 -0.58121 1.54219  -0.618
C: 0.44370 -1.82708 0.85566  0.051
C: 1.01109 -2.20836 -0.39109  -0.309
C: 0.13708 -3.13436 -0.87835  0.279
C: 0.12132 -3.93345 -2.14190  -0.113
O: 0.77602 -3.28321 -3.20008  -0.494
C: 0.24286 -2.12506 -3.69233  0.392
C: -0.92442 -1.54162 -3.26684  -0.310
C: -1.38454 -0.35057 -3.85277  -0.198
C: -0.68897 0.25892 -4.85595  -0.192
C: 0.51410 -0.31293 -5.31758  -0.088
C: 1.29190 0.25409 -6.35278  0.082
N: 2.40631 -0.25530 -6.79505  -0.412
C: 2.85396 -1.38979 -6.23778  0.010
C: 2.20173 -2.04718 -5.22849  -0.220
C: 0.99378 -1.51352 -4.73764  -0.104
O: -0.86824 -3.29899 -0.00152  -0.264
N: -0.66713 -2.49135 1.06440  -0.124
C: -0.97112 -0.46775 3.09132  -0.233
C: -1.69740 0.86386 2.88172  -0.401
H: -0.37501 5.20823 4.63410  0.164
H: -0.27284 3.84639 5.78322  0.160
H: -1.32580 5.23271 6.14198  0.195
H: -2.78611 3.13383 3.11130  0.188
H: -1.22412 3.94410 2.85085  0.160
H: -1.19865 1.68169 4.80013  0.207
H: 0.92182 2.77427 4.05617  0.214
H: 0.54694 2.35166 2.38233  0.205
H: 2.13620 0.71622 3.32702  0.250
H: 1.00838 0.36884 4.66342  0.189
H: 1.91515 -1.83786 -0.82326  0.262
H: 0.68170 -4.86414 -1.99624  0.225
H: -0.91568 -4.19028 -2.39934  0.201
H: -1.51567 -1.97903 -2.47764  0.219
H: -2.30771 0.07596 -3.48942  0.218
H: -1.04239 1.17436 -5.30550  0.215
H: 0.96383 1.17135 -6.82686  0.187
H: 3.78391 -1.76203 -6.64594  0.196
H: 2.59077 -2.95847 -4.80439  0.229
H: -1.39845 -1.24994 2.46689  0.257
H: -1.06281 -0.76962 4.14130  0.189
H: -2.75086 0.73788 3.13359  0.215
H: -1.62786 1.14921 1.82955  0.200

The SMILES is COCC1CCN(C(=O)c2cc(COc3cccc4cnccc34)on2)CC1. The gap between HOMO and LUMO comes out at 8.7523 eV. As for the net charge: 0.


The following is a quantum chemistry calculation of a molecular structure, C45H62F3N4P2SSiV in a non-equilibrium geometry, from the OMol25 dataset.

Last column: Löwdin charge in e.
Positions of all 119 atoms, in Å:
V: -1.85591 0.18636 -0.87544  0.375
N: 1.19141 0.57909 -4.08912  0.090
C: 0.13908 0.34088 -3.27675  -0.797
S: 0.43282 -0.06846 -1.63703  0.672
N: -1.05474 0.42494 -3.85145  0.025
N: -2.01440 0.18018 -2.91376  -0.162
C: -3.19011 -0.05913 -3.36834  -0.076
C: -4.24046 -0.32485 -2.39160  -0.237
C: -5.53396 -0.66702 -2.75786  -0.003
C: -6.48457 -0.85731 -1.77754  -0.043
C: -6.13182 -0.67648 -0.44734  -0.036
C: -4.82736 -0.35231 -0.15411  -0.093
N: -3.87981 -0.21613 -1.09696  0.019
H: 2.07571 0.77895 -3.65549  0.078
H: 0.99486 0.99925 -4.98244  0.101
H: -3.37938 -0.04812 -4.43490  0.135
H: -5.77808 -0.76115 -3.80761  0.120
H: -7.49903 -1.12529 -2.04438  0.114
H: -6.85409 -0.77347 0.35148  0.113
H: -4.51816 -0.16127 0.85981  0.097
C: -2.04627 1.01052 2.35740  -0.211
Si: -0.53104 0.83890 1.22175  0.626
C: 0.34823 -0.77535 1.83036  -0.271
C: 1.34194 -0.72013 2.82594  -0.101
C: 2.05246 -1.83877 3.23346  -0.081
C: 1.80062 -3.07053 2.64364  -0.075
C: 0.81442 -3.16601 1.67794  -0.113
C: 0.08382 -2.04524 1.26843  -0.360
P: -1.33738 -2.23596 0.12826  1.070
C: -2.55552 -3.25650 1.09718  -0.420
C: -2.05310 -4.59760 1.64927  -0.208
C: -3.20994 -5.40302 2.24731  -0.195
C: -3.88781 -4.63597 3.37849  -0.206
C: -4.33586 -3.25898 2.90133  -0.195
C: -3.18986 -2.48171 2.25440  -0.215
C: -0.90964 -3.48481 -1.19594  -0.420
C: 0.53897 -3.55176 -1.69817  -0.209
C: 0.68516 -4.64629 -2.75729  -0.196
C: -0.25549 -4.42075 -3.93636  -0.204
C: -1.70039 -4.34207 -3.45275  -0.195
C: -1.84831 -3.24909 -2.39464  -0.220
C: 0.63871 2.24091 1.85623  -0.258
C: 0.38784 2.56455 3.20396  -0.121
C: 1.16123 3.45056 3.93987  -0.079
C: 2.26056 4.04477 3.34591  -0.073
C: 2.52929 3.75281 2.01908  -0.114
C: 1.73322 2.89660 1.25025  -0.355
P: 2.19960 2.54739 -0.50515  1.094
C: 2.84492 4.08979 -1.38321  -0.429
C: 1.88317 4.45481 -2.53621  -0.232
C: 0.68396 5.25929 -2.04107  -0.200
C: 1.14003 6.56162 -1.39175  -0.205
C: 2.07888 6.25966 -0.22664  -0.198
C: 3.25746 5.40499 -0.69555  -0.210
C: 3.80352 1.63164 -0.21944  -0.430
C: 5.05702 2.46693 0.16691  -0.191
C: 5.64936 2.03887 1.51042  -0.207
C: 6.03545 0.56092 1.46454  -0.189
C: 4.84994 -0.33262 1.02160  -0.172
C: 3.57467 0.47351 0.76614  -0.232
H: -1.82544 0.79890 3.40671  0.033
H: -2.80518 0.28751 2.06845  -0.022
H: -2.48759 2.00500 2.26962  0.041
H: 1.58394 0.23165 3.28292  0.093
H: 2.81103 -1.74903 4.00308  0.107
H: 2.36357 -3.94922 2.93532  0.104
H: 0.61009 -4.13396 1.23565  0.096
H: -3.34540 -3.46313 0.35917  0.117
H: -1.32462 -4.39672 2.44160  0.110
H: -1.54299 -5.19631 0.89510  0.095
H: -2.83593 -6.36329 2.60814  0.110
H: -3.94553 -5.62203 1.46430  0.116
H: -3.17856 -4.51987 4.20550  0.117
H: -4.74011 -5.19696 3.76703  0.108
H: -4.75215 -2.68019 3.72937  0.112
H: -5.14012 -3.38010 2.16319  0.114
H: -2.41419 -2.26398 2.99820  0.128
H: -3.56391 -1.52997 1.91186  0.048
H: -1.16169 -4.46012 -0.77695  0.090
H: 1.23292 -3.73940 -0.88197  0.096
H: 0.81634 -2.58669 -2.12904  0.058
H: 0.45981 -5.61994 -2.30393  0.114
H: 1.72218 -4.69057 -3.09880  0.110
H: -0.13830 -5.20845 -4.68297  0.107
H: 0.00562 -3.47424 -4.42494  0.117
H: -1.99480 -5.30842 -3.02505  0.115
H: -2.37625 -4.14389 -4.28861  0.109
H: -2.89057 -3.17706 -2.06432  0.102
H: -1.58437 -2.28675 -2.84680  0.088
H: -0.44127 2.10639 3.71999  0.072
H: 0.90651 3.65959 4.97182  0.102
H: 2.89997 4.72278 3.89850  0.105
H: 3.39763 4.20179 1.56612  0.075
H: 3.74380 3.66117 -1.83907  0.097
H: 1.54799 3.54785 -3.04522  0.083
H: 2.43548 5.05801 -3.26879  0.113
H: 0.14535 4.66633 -1.30370  0.090
H: -0.01502 5.44793 -2.85805  0.113
H: 0.28167 7.14658 -1.05365  0.108
H: 1.67195 7.17174 -2.13265  0.111
H: 1.51953 5.73929 0.55589  0.103
H: 2.45602 7.18658 0.21141  0.110
H: 3.96658 5.24117 0.11315  0.073
H: 3.80384 5.99063 -1.44633  0.118
H: 3.98034 1.17212 -1.20002  0.098
H: 4.83266 3.53380 0.18054  0.063
H: 5.83131 2.33677 -0.59651  0.115
H: 4.92467 2.22000 2.31065  0.103
H: 6.52651 2.64835 1.74036  0.110
H: 6.41126 0.23898 2.43783  0.101
H: 6.86794 0.45192 0.76348  0.104
H: 4.63734 -1.08295 1.78687  0.093
H: 5.10973 -0.88851 0.11564  0.108
H: 3.19674 0.86332 1.71413  0.090
H: 2.79771 -0.18823 0.38097  0.090
F: -1.46895 3.17120 -0.51363  0.004
C: -2.36508 2.22073 -0.89864  -0.560
F: -3.41078 2.38080 0.03556  -0.027
F: -2.91501 2.75660 -2.04361  0.017

Its multiplicity is 3. The gap between HOMO and LUMO (spin up / spin down) comes out at 6.2268 / 6.1568 eV. As for the net charge: 0.